{"formula": "C6H12", "method": "wB97M-V/def2-TZVPD", "e_above_lowest_ev": 6.067, "total_charge": 0, "max_force_ev_per_a": 1.877, "multiplicity": 1, "e_lumo_ev": [0.25, 0.01], "gap_ha": [0.2785, 0.2796], "energy_ev": -6410.8739, "symbols": ["C", "C", "C", "C", "C", "C", "H", "H", "H", "H", "H", "H", "H", "H", "H", "H", "H", "H"], "xyz": [[-1.77, 0.56, 1.04], [-1.33, -0.79, 0.47], [-0.03, -1.34, 0.81], [1.21, -0.19, -0.91], [2.37, 0.37, -0.48], [0.26, 0.87, -1.30], [-1.15, 1.33, 0.58], [-1.71, 0.65, 2.12], [-2.80, 0.77, 0.72], [-2.12, -1.55, 0.55], [-1.26, -0.52, -0.68], [0.09, -2.43, 0.73], [0.65, -0.85, 1.50], [1.27, -1.06, -1.57], [2.35, 1.26, 0.15], [3.37, 0.01, -0.74], [0.35, 1.18, -2.34], [0.25, 1.75, -0.64]]}